Computed, not measured: 10 unconnected molecules or ions with the total composition C38H60O28S in a non-equilibrium geometry, with wB97M-V/def2-TZVPD.

The geometry in XYZ format:
```
127
Properties=species:S:1:pos:R:3:lowdin_charge:R:1
S 0.861 -1.667 1.645 0.84
O -3.994 3.856 2.723 0.10
O -5.918 3.178 3.452 0.11
O -1.137 1.998 -4.827 0.15
O -7.852 -3.470 -3.931 0.14
O -2.069 -6.620 5.849 0.09
O 4.545 -4.470 -4.173 0.07
O 2.092 9.877 3.839 0.13
O 3.378 3.652 -7.189 0.08
O -2.320 -12.500 -2.007 0.16
O 2.122 7.970 2.662 0.09
O 5.567 4.501 -7.108 0.05
O -3.520 -7.246 7.530 0.11
O 7.199 2.392 4.031 0.11
O -2.215 -10.413 -1.133 0.05
O 4.411 4.236 -5.215 0.10
O 8.205 0.522 4.843 0.10
O -1.989 3.797 -3.771 0.13
O -5.756 3.758 1.353 0.14
O 6.571 -4.684 -3.235 0.15
O 1.947 -2.503 0.893 -0.59
O 3.709 9.498 2.264 0.09
O -5.731 -4.272 -3.885 0.15
O -6.186 -2.087 -4.283 0.10
O 7.924 2.136 6.175 0.08
O -2.617 3.376 -5.748 0.06
O 5.336 -2.722 -3.256 0.10
O -4.030 -11.629 -0.632 0.06
O -3.399 -5.060 6.732 0.08
C -5.287 3.642 2.461 -0.64
C -1.957 -2.959 6.339 0.01
C -2.833 4.737 -5.787 -0.31
C -3.021 -6.367 6.798 -0.46
C -4.298 -10.431 -0.092 -0.37
C 8.919 1.370 6.873 -0.27
C -7.334 -1.542 -4.836 -0.16
C -2.827 4.519 4.670 -0.03
C 8.989 0.167 5.934 -0.11
C 5.643 4.882 -4.837 -0.32
C -4.329 4.895 -6.254 -0.01
C -2.824 -11.632 -1.345 -0.45
C -5.041 3.102 4.547 -0.05
C 6.360 4.110 -3.721 -0.01
C 6.398 5.074 -6.102 -0.12
C 7.742 1.725 4.919 -0.57
C 4.391 4.040 -6.520 -0.47
C 5.603 -4.008 -3.506 -0.53
C -3.651 3.484 4.019 -0.35
C -2.638 5.001 -4.275 -0.05
C -2.559 -4.323 5.864 -0.32
C -8.366 -2.544 -4.735 -0.43
C 4.118 -2.336 -3.765 -0.14
C -6.532 -3.359 -3.934 -0.51
C -4.782 -10.729 1.314 -0.03
C 2.570 9.204 2.936 -0.52
C -1.766 3.038 -4.764 -0.61
C -9.763 -2.040 -4.482 -0.01
C 8.591 1.088 8.388 -0.01
C 3.629 -3.495 -4.555 -0.33
C -0.557 -1.488 0.466 -0.25
C 2.797 7.360 1.658 -0.37
C 3.767 8.473 1.279 -0.09
C -2.892 -9.695 -0.131 -0.09
C 2.248 -4.161 -4.327 0.00
C 1.405 0.048 1.740 -0.29
C -1.640 -5.406 5.383 -0.17
C 1.809 6.903 0.619 -0.02
H -3.668 5.189 -3.972 0.13
H -5.026 4.190 -5.803 0.08
H 2.282 6.546 -0.296 0.09
H 3.384 8.876 0.341 0.13
H -8.452 -3.064 -5.689 0.16
H 8.796 2.041 8.877 0.08
H 2.227 -4.483 -3.285 0.09
H -4.207 -11.587 1.662 0.09
H 9.964 -0.230 5.650 0.14
H -1.516 -5.290 4.307 0.14
H -3.381 5.452 4.560 0.09
H 3.380 -2.055 -3.014 0.14
H -4.654 4.667 -7.269 0.08
H 1.135 7.703 0.313 0.10
H -2.062 5.918 -4.154 0.13
H -5.781 -11.121 1.502 0.08
H 1.327 -3.583 -4.399 0.08
H 0.584 0.712 1.470 0.04
H -3.079 -8.695 -0.523 0.13
H -5.149 2.037 4.756 0.14
H -5.039 -9.848 -0.640 0.15
H -1.328 -1.053 1.102 0.04
H 5.439 5.894 -4.488 0.15
H -2.957 2.644 3.975 0.15
H -2.712 4.500 5.754 0.09
H -2.405 -9.564 0.836 0.13
H -0.915 -2.332 -0.123 0.06
H 1.875 0.424 2.649 0.05
H 4.820 8.293 1.061 0.14
H -7.470 -0.596 -4.312 0.14
H -0.993 -2.672 5.920 0.08
H -10.368 -2.933 -4.327 0.09
H 7.339 4.558 -3.546 0.09
H 6.308 3.066 -4.031 0.09
H -10.374 -1.406 -5.124 0.09
H -3.265 -4.272 5.035 0.15
H 3.811 -3.264 -5.605 0.15
H -2.687 -2.152 6.269 0.08
H 2.312 -5.006 -5.012 0.09
H -1.636 -3.088 7.373 0.08
H 9.878 1.878 6.769 0.15
H -4.579 -9.903 1.996 0.08
H -0.651 -5.134 5.753 0.13
H 4.097 -1.418 -4.353 0.14
H -7.245 -1.092 -5.825 0.15
H 7.379 4.706 -6.403 0.14
H 1.253 6.003 0.881 0.09
H 2.176 0.298 1.011 0.06
H 9.210 0.310 8.835 0.08
H -0.244 -0.792 -0.312 0.05
H -9.811 -1.560 -3.504 0.09
H 6.443 6.163 -6.144 0.13
H 8.468 -0.624 6.474 0.13
H -5.544 3.703 5.305 0.14
H 7.549 0.841 8.587 0.08
H 5.808 4.088 -2.782 0.08
H -2.083 5.318 -6.324 0.15
H -1.835 4.653 4.239 0.09
H -4.640 5.895 -5.950 0.08
H 3.299 6.503 2.105 0.16
```

Calculated values
Lowest unoccupied orbital energy = -0.362 eV
Energy relative to the best compared isomer or geometry (same formula, charge and spin) = 8.266 eV
Frontier orbital gap = 8.8 eV
Charge = 0
Total energy = -108537.255 eV